Entry 1:
# C40H17F15GeIN3O2RuS

A structure of composition C40H17F15GeIN3O2RuS (ωB97M-V with the def2-TZVPD basis set, the Open Molecules 2025 dataset).

Positions of all 81 atoms, in Å:
Ru -0.71692 1.05483 -1.05617
C 1.63244 0.17908 -3.19701
O 1.13995 1.02849 -2.14242
C 2.11310 1.74698 -1.43144
C 3.46810 1.62628 -1.67227
C 4.35174 2.38458 -0.91245
C 3.88335 3.24334 0.06956
C 2.52294 3.35672 0.30410
C 1.63168 2.60921 -0.44928
N 0.22035 2.62384 -0.27028
N -0.25052 3.58462 0.39026
C -1.56704 3.69194 0.67816
C -2.57841 2.75296 0.34562
O -2.41076 1.64489 -0.33729
C -3.90904 2.99039 0.78775
C -4.22653 4.10343 1.48960
C -3.25505 5.09042 1.82339
C -3.61616 6.24639 2.54077
C -2.67602 7.19276 2.85030
C -1.34758 7.00271 2.44374
C -0.97418 5.88169 1.74340
C -1.92198 4.89534 1.41969
H 2.22608 0.77700 -3.88565
H 0.76573 -0.22157 -3.70544
H 2.22310 -0.63147 -2.77448
H 3.85231 0.95820 -2.42819
H 5.41422 2.29034 -1.09161
H 4.57956 3.81850 0.66348
H 2.13731 4.00578 1.07655
H -4.65100 2.24617 0.53336
H -5.24997 4.26116 1.80888
H -4.64878 6.37392 2.84101
H -2.95298 8.08120 3.40079
H -0.60388 7.75144 2.68302
H 0.05176 5.75605 1.43206
I -2.94950 -1.64109 -5.95568
C -2.89679 -1.49328 -3.88794
C -3.72876 -2.25736 -3.08091
C -3.64763 -2.09621 -1.70822
C -2.74056 -1.19358 -1.18394
N -1.92379 -0.46890 -1.96246
C -2.01504 -0.61101 -3.28929
H -4.42863 -2.95771 -3.51779
H -4.28548 -2.66051 -1.04181
H -2.65870 -1.02649 -0.11896
H -1.37516 0.01875 -3.89395
F 0.34268 -2.06281 -2.44239
C -0.25228 -3.17979 -1.98741
C -0.22341 -3.44267 -0.62915
C -0.83344 -4.61927 -0.22107
F -0.83488 -4.98812 1.05945
C -1.45953 -5.47328 -1.11708
F -2.04345 -6.58551 -0.69126
C -1.46646 -5.16549 -2.46642
F -2.06341 -5.97058 -3.33030
C -0.84613 -4.00933 -2.91238
F -0.83697 -3.71277 -4.20900
Ge 0.69999 -2.18322 0.55065
S -0.08560 -0.08723 0.71537
C 0.45917 -2.68429 2.41801
C -0.82826 -2.67102 2.93300
F -1.86014 -2.39315 2.11648
C -1.10874 -2.96058 4.25146
F -2.35629 -2.94118 4.70678
C -0.06131 -3.28412 5.10192
F -0.30567 -3.56582 6.37021
C 1.23704 -3.32037 4.62219
F 2.23557 -3.64030 5.43555
C 1.47781 -3.02399 3.29112
F 2.74356 -3.08987 2.86302
C 2.59035 -1.99769 0.08345
C 3.33879 -1.06692 0.79251
F 2.76443 -0.37426 1.78135
C 4.67136 -0.81904 0.52857
F 5.34972 0.08289 1.22819
C 5.29716 -1.52115 -0.48916
F 6.56928 -1.28924 -0.76811
C 4.59040 -2.46823 -1.21106
F 5.19353 -3.15300 -2.17667
C 3.25734 -2.69640 -0.91228
F 2.64083 -3.65241 -1.61617

Spin multiplicity: 2
Charge: +1
LUMO level (spin up / spin down): -3.9 / -4.7 eV
Energy: -169109.51566 eV
HOMO level (spin up / spin down): -10.606 / -10.581 eV
Frontier orbital gap (spin up / spin down): 6.73 / 5.92 eV

=====

Entry 2:
# C4H8O2

The molecule C4H8O2 (ωB97M-V with the def2-TZVPD basis set, the Open Molecules 2025 dataset).

Positions of all 14 atoms, in Å:
C 1.54104 -0.62840 0.76902
C 0.10656 -0.34161 0.38099
C -0.23707 1.13845 0.22670
O -1.26502 1.16066 -0.74575
C -1.37001 -0.15214 -1.27225
O -0.20625 -0.84053 -0.91787
H 1.66876 -0.38821 1.82796
H 1.79297 -1.68235 0.62093
H 2.23602 -0.00805 0.19422
H -0.58856 -0.79358 1.10707
H -0.59242 1.57485 1.16669
H 0.62565 1.70993 -0.14054
H -2.26981 -0.63678 -0.85465
H -1.44116 -0.11983 -2.36115

SMILES: C[C@H]1COCO1
Charge: 0
LUMO level: 1.1 eV
Energy: -8371.99538 eV
HOMO level: -9.846 eV
Frontier orbital gap: 10.93 eV

=====

Entry 3:
# H13O10S

A cluster of 7 separate species, H13O10S in total in a non-equilibrium geometry (ωB97M-V with the def2-TZVPD basis set, the Open Molecules 2025 dataset).

Positions of all 24 atoms, in Å:
O 0.32062 0.76863 0.55208
H 0.47462 -0.07338 1.07108
H 1.20262 1.30862 0.30808
H 0.11062 0.48563 -0.40792
S -0.28638 -1.20138 -2.57992
O 0.73262 -1.07938 -3.58492
O -0.28338 -2.42038 -1.89292
O -0.14538 -0.14138 -1.69992
O -1.58238 -1.02437 -3.30892
O 1.07262 -1.58638 1.52808
H 0.49262 -1.99937 2.10808
H 1.28862 -2.18638 0.78808
O -2.42638 0.15863 0.30808
H -2.49938 -0.66938 0.72308
H -2.56938 0.17362 -0.58692
O -0.45038 2.30562 -1.64892
H -0.43538 1.34463 -1.63592
H -1.40838 2.62363 -1.47692
O -1.20838 0.21262 3.18908
H -0.57538 0.04862 3.89308
H -2.07738 -0.15437 3.21608
O 3.08362 0.98062 0.38708
H 3.44862 1.30462 -0.44692
H 3.72062 0.82062 1.19808

Charge: -1
LUMO level: 2.0 eV
Energy: -31520.03420 eV
HOMO level: -2.842 eV
Frontier orbital gap: 4.84 eV

=====

Entry 4:
# C4H6O2

The molecule C4H6O2 (ωB97M-V with the def2-TZVPD basis set, the Open Molecules 2025 dataset).

Positions of all 12 atoms, in Å:
C 0.15944 1.83459 -0.61051
C -0.58327 0.61970 -0.06110
O -1.77440 0.42279 -0.24606
C 0.27804 -0.14541 0.89810
C 0.16331 -1.90510 0.40560
O 1.23882 -0.97415 0.30943
H 1.22469 1.83890 -0.34987
H 0.05801 1.82845 -1.70149
H -0.30278 2.75329 -0.23153
H -0.57122 -1.40133 1.17534
H -0.36531 -2.06878 -0.53488
H 0.47468 -2.80293 0.94697

Charge: 0
LUMO level: 0.4 eV
Energy: -8335.46968 eV
HOMO level: -8.581 eV
Frontier orbital gap: 8.97 eV

=====

Entry 5:
# C2HBr2ClF2

A structure of composition C2HBr2ClF2 in a non-equilibrium geometry (ωB97M-V with the def2-TZVPD basis set, the Open Molecules 2025 dataset).

Positions of all 8 atoms, in Å:
C -1.05786 0.20064 0.08903
C 0.93274 -0.21342 -0.13160
F -1.68733 -0.69249 -0.73817
F 1.05944 0.04767 -1.48114
Cl -1.22050 1.74515 -0.44758
Br 1.40257 -2.10611 0.48786
Br 1.76566 0.95195 1.05837
H -1.19473 0.06661 1.16323

Charge: 0
LUMO level: -0.2 eV
Energy: -160130.23837 eV
HOMO level: -9.857 eV
Frontier orbital gap: 9.67 eV